1.
Density functional theory data (ωB97M-V with the def2-TZVPD basis set) for a 3-piece molecular cluster, C2H8NO4 overall in a non-equilibrium geometry.

Spin multiplicity   2
ΔE to the lowest compared entry with this formula, charge and spin   0.0 kcal per mole
Orbital gap (spin up / spin down)   11.01 / 7.55 eV
Expectation value of S²   0.756
HOMO (spin up / spin down)   -10.6 / -11.0 eV

Atoms and positions in Å:
O 0.394 1.606 1.037
C 0.248 0.864 0.077
O 0.565 -0.272 -0.167
C -0.395 1.692 -1.239
N -0.221 0.984 -2.402
H -1.452 1.791 -0.957
H 0.066 2.677 -1.296
H 0.759 0.973 -2.690
H -0.503 0.011 -2.275
H -0.746 -1.471 2.208
H -0.488 0.049 2.051
O -1.113 -0.604 2.397
H 0.320 -2.341 0.995
H 1.705 -2.907 0.909
O 0.861 -3.052 1.353

***

2.
Density functional theory data (ωB97M-V with the def2-TZVPD basis set) for an isolated ion of composition C6H11N2O2S and charge +1 in a non-equilibrium geometry.

Total charge   +1
Spin multiplicity   1
ΔE to the lowest compared entry with this formula, charge and spin   58.2 kcal per mole
Orbital gap   9.28 eV
HOMO   -13.0 eV
SMILES   CN1C=C[N+](C)=[S@](C)(=O)C1=O

Atoms and positions in Å:
C -2.807 0.646 -1.099
N -1.424 0.623 -0.516
C -1.318 -0.601 0.226
C -0.312 -1.063 1.009
N 1.006 -0.536 1.089
C 1.933 -0.685 2.208
S 1.216 0.755 -0.048
C 1.465 -0.291 -1.504
O 2.373 1.499 0.357
C -0.683 1.658 -0.621
O -0.679 2.797 -0.797
H -2.892 -0.271 -1.699
H -3.567 0.725 -0.413
H -2.843 1.632 -1.637
H -2.229 -1.314 0.138
H -0.487 -1.980 1.497
H 2.366 0.292 2.369
H 1.505 -1.106 3.064
H 2.798 -1.283 1.826
H 1.113 -1.287 -1.331
H 0.983 0.060 -2.433
H 2.484 -0.271 -1.687

***

3.
Density functional theory data (ωB97M-V with the def2-TZVPD basis set) for a 2-piece molecular cluster, C4H12OS2 overall in a non-equilibrium geometry.

Total charge   -1
Spin multiplicity   2
ΔE to the lowest compared entry with this formula, charge and spin   7.6 kcal per mole
Orbital gap (spin up / spin down)   2.57 / 6.17 eV
Expectation value of S²   0.754
HOMO (spin up / spin down)   0.2 / -3.4 eV

Atoms and positions in Å:
C 0.012 -1.680 -2.026
C -0.914 -1.846 -0.869
S -0.046 -2.365 0.665
S 0.391 -0.375 1.419
C 2.189 -0.358 1.324
C 2.766 1.018 0.975
H -0.437 -1.014 -2.785
H 0.963 -1.313 -1.695
H 0.187 -2.642 -2.536
H -1.339 -0.875 -0.644
H -1.639 -2.621 -1.003
H 2.462 -1.082 0.539
H 2.723 -0.714 2.207
H 3.854 0.930 0.864
H 2.395 1.376 0.010
H 2.498 1.745 1.716
H -5.734 3.329 0.920
H -4.877 4.550 0.692
O -5.456 3.937 0.225

***

4.
Density functional theory data (ωB97M-V with the def2-TZVPD basis set) for one molecule with the formula C2H3ClSi in a non-equilibrium geometry.

Spin multiplicity   1
ΔE to the lowest compared entry with this formula, charge and spin   70.0 kcal per mole
Orbital gap   10.01 eV
HOMO   -9.4 eV
SMILES   [SiH3]C#CCl

Atoms and positions in Å:
Si 0.189 0.190 -0.093
C 1.946 0.412 0.491
C 3.273 0.214 0.209
Cl 4.894 0.310 -0.127
H -0.643 1.293 0.630
H -0.055 -1.315 -0.124
H 0.402 0.473 -1.528

***

5.
Density functional theory data (ωB97M-V with the def2-TZVPD basis set) for one molecule with the formula C4H7NO3 in a non-equilibrium geometry.

Spin multiplicity   1
ΔE to the lowest compared entry with this formula, charge and spin   28.8 kcal per mole
Orbital gap   10.21 eV
HOMO   -9.6 eV
SMILES   C[C@@H](C=O)NC(=O)O

Atoms and positions in Å:
C -1.128 1.735 -0.761
C 0.150 0.912 -0.561
C 0.726 1.248 0.803
O 1.750 1.852 0.940
N -0.191 -0.486 -0.898
C -0.346 -1.483 0.059
O -0.876 -1.261 1.117
O 0.192 -2.624 -0.418
H -1.676 1.544 -1.677
H -0.844 2.799 -0.752
H -1.750 1.586 0.123
H 0.857 1.281 -1.311
H 0.081 0.836 1.608
H 0.177 -0.808 -1.786
H -0.017 -3.373 0.122

***

6.
Density functional theory data (ωB97M-V with the def2-TZVPD basis set) for a 15-piece molecular cluster, C66H171N15O24 overall in a non-equilibrium geometry.

Spin multiplicity   1
Orbital gap   8.42 eV
HOMO   -7.9 eV

Atoms and positions in Å:
C -3.372 -2.481 -3.321
O -4.486 -1.973 -3.368
N -2.787 -3.037 -4.360
N -2.693 -2.659 -2.166
H -3.264 -2.916 -5.214
H -1.779 -3.046 -4.338
H -2.805 -2.111 -1.320
H -1.776 -3.082 -2.297
C -1.272 -4.751 -0.190
O -0.706 -3.657 -0.137
N -2.488 -4.854 0.368
N -0.708 -5.795 -0.748
H -2.769 -3.860 0.501
H -3.138 -5.339 -0.257
H 0.209 -5.604 -1.139
H -1.294 -6.593 -0.788
C -9.219 0.118 1.216
O -8.349 0.639 1.844
N -10.458 0.698 1.156
N -8.970 -1.086 0.624
H -10.324 1.719 1.093
H -11.187 0.328 0.593
H -8.042 -1.512 0.907
H -9.304 -1.267 -0.324
C -0.196 4.404 5.475
C 0.207 2.917 5.822
C 0.739 2.151 4.651
O 1.163 2.882 6.867
H -0.607 4.952 6.317
H -1.021 4.445 4.764
H 0.635 4.946 5.029
H -0.660 2.453 6.217
H 0.077 2.200 3.769
H 0.866 1.068 4.795
H 1.683 2.541 4.268
H 0.953 3.493 7.595
C 3.310 4.116 -1.152
C 3.527 5.093 -0.055
C 3.312 6.549 -0.394
O 2.755 4.873 1.068
H 4.069 4.375 -1.972
H 2.339 4.118 -1.626
H 3.513 3.113 -0.876
H 4.554 5.004 0.264
H 2.240 6.753 -0.379
H 3.665 6.715 -1.443
H 3.849 7.213 0.306
H 1.807 4.854 0.851
C -3.935 2.435 -2.910
C -2.592 1.687 -2.695
C -1.714 1.728 -4.024
O -1.935 2.470 -1.738
H -4.614 1.783 -3.534
H -3.689 3.349 -3.494
H -4.411 2.657 -1.953
H -2.744 0.650 -2.411
H -0.764 1.281 -3.912
H -1.549 2.744 -4.390
H -2.340 1.117 -4.715
H -1.132 1.992 -1.459
C 1.274 0.970 -5.402
O 1.530 0.195 -4.274
C 0.962 -1.040 -4.323
C 1.008 -1.703 -2.906
N 0.298 -2.932 -2.904
C 0.736 -3.955 -3.898
C 2.021 -4.718 -3.567
O 1.792 -5.587 -2.481
C 2.826 -6.513 -2.231
H 0.206 1.127 -5.546
H 1.590 0.400 -6.295
H 1.906 1.804 -5.261
H 1.446 -1.734 -5.045
H -0.101 -0.951 -4.605
H 0.453 -1.072 -2.204
H 2.003 -1.722 -2.564
H 0.323 -3.379 -1.972
H 0.753 -3.556 -4.953
H -0.053 -4.746 -3.919
H 2.934 -4.119 -3.399
H 2.289 -5.377 -4.436
H 2.775 -7.004 -1.255
H 3.816 -6.137 -2.386
H 2.689 -7.379 -2.918
C -2.954 0.864 4.451
O -3.999 1.168 3.531
C -5.254 1.132 4.151
C -5.833 -0.313 4.391
N -6.367 -1.026 3.240
C -5.320 -1.852 2.580
C -5.767 -2.989 1.740
O -6.365 -2.540 0.552
C -6.000 -3.370 -0.517
H -3.328 0.833 5.476
H -2.244 1.694 4.384
H -2.448 -0.056 4.227
H -5.951 1.586 3.428
H -5.256 1.660 5.094
H -6.598 -0.142 5.173
H -5.076 -1.000 4.830
H -6.972 -0.475 2.654
H -4.803 -2.261 3.439
H -4.612 -1.192 2.055
H -6.415 -3.640 2.336
H -4.931 -3.634 1.483
H -4.919 -3.245 -0.526
H -6.618 -3.088 -1.357
H -6.251 -4.394 -0.249
C -5.700 2.882 -6.350
O -5.257 4.041 -5.812
C -6.249 5.056 -6.026
C -6.051 5.981 -4.864
N -6.462 5.467 -3.564
C -7.780 4.975 -3.553
C -8.077 4.180 -2.318
O -7.461 2.925 -2.336
C -7.872 2.045 -1.312
H -5.078 2.031 -6.033
H -5.797 2.986 -7.402
H -6.700 2.641 -5.916
H -7.190 4.534 -6.126
H -6.018 5.572 -6.978
H -6.443 7.007 -5.034
H -4.989 6.089 -4.702
H -5.819 4.726 -3.297
H -8.030 4.386 -4.479
H -8.425 5.842 -3.501
H -9.152 4.080 -2.154
H -7.665 4.839 -1.501
H -7.882 2.559 -0.346
H -7.186 1.192 -1.311
H -8.871 1.693 -1.582
C -3.372 7.371 -0.209
O -2.129 6.730 -0.324
C -1.977 5.503 -0.960
C -0.544 5.082 -0.726
N -0.147 5.056 0.663
C -0.531 3.903 1.413
C -2.010 3.788 1.835
O -2.251 4.874 2.756
C -3.561 4.748 3.281
H -4.110 6.635 0.039
H -3.611 7.935 -1.123
H -3.264 8.087 0.565
H -2.160 5.561 -2.008
H -2.697 4.709 -0.713
H -0.010 5.869 -1.253
H -0.326 4.116 -1.208
H -0.438 5.953 1.113
H 0.086 3.862 2.375
H -0.233 2.999 0.928
H -2.295 2.818 2.219
H -2.670 4.007 1.006
H -3.750 3.721 3.546
H -4.360 5.147 2.608
H -3.599 5.266 4.237
C 4.374 1.091 1.735
O 3.441 0.551 0.888
C 2.185 0.962 1.258
C 1.178 0.081 0.505
N -0.189 0.535 0.755
C -1.171 -0.203 0.048
C -2.557 0.249 0.499
O -3.559 -0.583 0.001
C -4.809 0.166 -0.334
H 4.489 2.184 1.580
H 5.301 0.656 1.465
H 4.193 0.886 2.804
H 2.032 2.069 1.087
H 2.108 0.790 2.322
H 1.227 -1.037 0.642
H 1.431 0.375 -0.545
H -0.425 0.555 1.728
H -1.100 -1.237 0.346
H -0.967 -0.042 -1.040
H -2.722 1.346 0.396
H -2.412 0.132 1.580
H -5.619 -0.558 -0.521
H -4.695 0.766 -1.223
H -5.102 0.836 0.465
C 9.358 3.413 -4.089
O 8.478 2.502 -4.753
C 8.644 2.382 -6.113
C 7.949 1.084 -6.543
N 6.622 1.040 -5.884
C 6.067 -0.287 -5.775
C 4.890 -0.354 -4.753
O 5.331 0.017 -3.380
C 4.538 1.023 -2.670
H 9.108 3.419 -3.056
H 9.181 4.398 -4.501
H 10.377 3.001 -4.241
H 9.722 2.335 -6.456
H 8.152 3.236 -6.628
H 8.652 0.233 -6.232
H 7.858 1.092 -7.632
H 6.860 1.351 -4.948
H 6.795 -1.132 -5.597
H 5.495 -0.593 -6.667
H 4.491 -1.378 -4.710
H 4.077 0.268 -5.119
H 3.560 0.603 -2.425
H 4.379 1.886 -3.350
H 5.093 1.373 -1.802
C 4.188 1.309 5.846
O 3.871 0.035 5.421
C 3.401 -0.708 6.550
C 1.952 -0.507 6.960
N 1.072 -1.335 6.048
C -0.402 -1.274 6.277
C -1.133 -2.174 5.334
O -0.836 -1.875 3.981
C -1.243 -2.994 3.102
H 4.517 1.880 4.952
H 4.974 1.286 6.600
H 3.352 1.787 6.277
H 3.995 -0.490 7.477
H 3.541 -1.737 6.310
H 1.595 0.570 7.065
H 1.793 -0.863 7.979
H 1.387 -1.069 5.111
H -0.782 -0.208 6.229
H -0.588 -1.566 7.328
H -2.178 -2.201 5.536
H -0.873 -3.246 5.520
H -0.804 -3.940 3.419
H -0.956 -2.810 2.113
H -2.292 -3.129 3.122
C 4.063 -3.738 -0.449
O 5.186 -3.935 -1.278
C 5.667 -2.693 -1.765
C 6.549 -3.045 -2.934
N 5.745 -3.735 -3.951
C 6.628 -4.332 -4.994
C 5.747 -5.044 -6.042
O 4.784 -5.940 -5.497
C 5.133 -7.287 -5.611
H 3.174 -3.399 -0.934
H 4.302 -3.046 0.320
H 3.806 -4.683 0.000
H 6.218 -2.125 -1.015
H 4.842 -2.126 -2.204
H 7.394 -3.609 -2.518
H 6.941 -2.086 -3.349
H 5.360 -4.559 -3.476
H 7.388 -4.917 -4.469
H 7.156 -3.547 -5.545
H 6.428 -5.540 -6.839
H 5.098 -4.246 -6.525
H 5.277 -7.541 -6.653
H 4.351 -7.926 -5.188
H 6.085 -7.453 -5.023
C 2.764 -3.786 9.761
O 2.990 -4.309 8.403
C 1.789 -4.952 7.962
C 1.949 -5.621 6.637
N 2.324 -4.802 5.513
C 3.752 -4.544 5.441
C 4.188 -3.727 4.232
O 5.574 -3.758 4.045
C 5.884 -2.631 3.265
H 2.323 -4.556 10.452
H 2.076 -2.898 9.883
H 3.746 -3.563 10.200
H 1.058 -4.121 7.837
H 1.430 -5.609 8.775
H 1.072 -6.215 6.441
H 2.738 -6.321 6.815
H 1.782 -3.927 5.576
H 4.291 -5.515 5.352
H 4.075 -3.999 6.375
H 3.789 -2.697 4.358
H 3.707 -4.089 3.294
H 5.762 -1.655 3.656
H 5.355 -2.639 2.283
H 6.946 -2.799 3.058